(1)
DFT (ωB97M-V/def2-TZVPD) results for C8H12AsCuF6N2O2 as an isolated structure.

XYZ file:
```
32
Properties=species:S:1:pos:R:3
As -3.575 0.237 0.674
Cu 0.222 1.701 -0.983
F -3.864 1.649 1.679
F -1.906 0.775 0.387
F -3.059 -0.580 2.116
F -4.083 1.079 -0.815
F -3.255 -1.210 -0.267
F -5.227 -0.299 0.887
O -0.003 4.003 -1.220
O 2.140 2.017 0.189
N 1.802 -0.139 1.831
N 1.077 -0.040 -3.295
C 1.039 -2.093 2.617
C 2.900 -0.772 2.343
C 0.018 -0.970 -1.563
C 1.259 -0.881 -2.213
C 2.459 -1.998 2.800
C -0.891 -0.177 -2.308
C 0.699 -0.925 1.952
C -0.216 0.367 -3.344
H 3.074 -2.820 3.145
H 1.797 0.223 -3.940
H -0.532 1.028 -4.137
H -0.274 -0.553 1.667
H 0.406 -2.915 2.907
H 2.209 -1.253 -1.873
H -0.238 -1.442 -0.630
H 3.839 -0.244 2.348
H -1.954 -0.178 -2.125
H 1.769 0.725 1.221
H 2.965 1.579 0.421
H -0.598 4.104 -0.469
```

Output
E_HOMO in eV: -0.98
ΔE to the lowest compared entry with this formula, charge and spin in kcal per mole: 10.0
Net charge: -2


(2)
DFT (ωB97M-V/def2-TZVPD) results for C8H12B2F4N4O8SY as an isolated structure.

XYZ file:
```
40
Properties=species:S:1:pos:R:3
Y 0.887 0.790 0.380
S 2.952 2.717 1.243
F 1.895 -3.964 0.609
F -3.361 2.058 -0.854
F -2.052 0.128 -0.605
F 0.091 -2.697 -0.050
O 1.875 2.093 2.052
O 1.257 -2.151 1.899
O -1.915 1.888 0.951
O 4.301 2.534 1.791
O 2.270 -1.615 -1.218
O -1.122 2.085 -1.514
O 2.749 2.127 -0.103
O 2.947 4.189 1.263
N -1.080 0.960 1.520
N -0.074 1.287 -1.641
N 1.631 -0.556 -1.436
N 0.463 -0.995 1.858
C 0.268 0.813 -2.808
C -0.923 -2.092 3.568
C -0.401 1.160 -4.087
C 1.235 -0.268 -2.694
C 1.592 -1.166 -3.813
C -1.521 0.156 2.401
C -2.878 0.154 2.994
C -0.550 -0.995 2.645
B -2.204 1.514 -0.472
B 1.102 -2.944 0.774
H -3.354 -0.816 2.843
H 1.055 -2.114 -3.701
H -0.062 -2.694 3.838
H -3.481 0.934 2.538
H -2.816 0.328 4.070
H 2.655 -1.407 -3.767
H 1.340 -0.734 -4.776
H -1.396 -1.686 4.461
H 0.337 1.377 -4.859
H -1.659 -2.732 3.071
H -1.007 0.317 -4.427
H -1.048 2.020 -3.943
```

Output
E_HOMO (spin up / spin down) in eV: -14.03 / -13.57
Net charge: +1


(3)
DFT (ωB97M-V/def2-TZVPD) results for C8H12B6F24Li2O6 as an isolated structure.

XYZ file:
```
58
Properties=species:S:1:pos:R:3
F -3.975 -0.190 -3.090
F -0.811 -2.033 2.709
F 0.392 1.265 -0.836
F -4.730 1.222 3.514
F 0.018 1.807 1.258
F -6.049 1.152 1.676
F -2.953 -2.496 3.143
F -1.678 0.985 -0.152
F -3.860 -2.812 -1.229
F -5.677 1.366 -3.002
F -3.864 0.604 1.499
F -5.356 -0.789 2.540
F -1.825 -1.854 -1.551
F -4.915 0.281 -1.119
F -2.154 -0.339 3.138
F -0.151 -0.314 0.736
F 0.277 2.372 5.796
F -1.765 -1.780 4.799
F 0.394 0.294 4.757
F -0.802 1.843 3.828
F -2.940 -1.612 0.386
F -1.964 -3.459 -0.149
F -1.599 0.943 5.644
F -3.724 1.838 -2.162
O 6.900 1.067 0.358
O 3.715 -2.796 -4.941
O 5.288 2.498 0.151
O 2.547 -3.188 -3.013
O 1.694 -1.720 -4.421
O 4.979 0.674 -0.904
C 3.818 1.389 -1.180
C 3.917 2.625 -0.284
C 5.788 1.332 -0.075
C 3.587 3.947 -1.088
C 1.193 -1.421 -3.074
C 1.367 -2.700 -2.334
C 2.778 -2.589 -4.170
C 1.703 -2.553 -0.786
B -4.592 0.768 -2.317
B -1.896 -1.680 3.420
B -2.633 -2.469 -0.660
B -4.976 0.540 2.346
B -0.409 1.354 5.083
B -0.388 0.990 0.207
Li 0.025 0.300 2.673
Li -2.900 -0.258 -1.297
H 2.053 -1.537 -0.607
H 0.135 -1.161 -3.113
H 3.227 2.585 0.559
H 2.566 3.820 -1.446
H 1.679 -0.548 -2.639
H 0.844 -2.637 -0.120
H 4.264 4.153 -1.917
H 2.612 -3.064 -0.468
H 0.483 -3.323 -2.467
H 2.927 0.824 -0.904
H 3.738 1.648 -2.236
H 3.678 4.839 -0.469
```

Output
E_HOMO in eV: 0.77
ΔE to the lowest compared entry with this formula, charge and spin in kcal per mole: 0.0
Net charge: -4